{"formula": "C28H25FN8ORuS", "method": "the ωB97M-V functional and the def2-TZVPD basis", "symbols": ["Ru", "C", "C", "C", "C", "C", "N", "C", "C", "C", "C", "C", "C", "C", "N", "C", "C", "C", "N", "C", "C", "N", "C", "C", "C", "N", "H", "H", "H", "H", "H", "H", "H", "H", "H", "H", "H", "H", "H", "H", "H", "H", "H", "H", "N", "C", "S", "N", "N", "C", "C", "C", "C", "C", "C", "C", "O", "H", "H", "H", "H", "H", "H", "H", "F"], "positions_angstrom": [[0.190320, -0.964798, 0.371075], [-3.457480, 5.649502, 0.422975], [-2.633680, 4.421302, 0.152375], [-1.772580, 4.354002, -0.939625], [-1.041680, 3.218402, -1.194625], [-1.089980, 2.078302, -0.359425], [-0.341280, 0.992702, -0.681025], [-0.258780, 0.663302, -2.007425], [-1.397280, 0.744202, -2.838525], [-1.350480, 0.427702, -4.173825], [-0.160480, 0.017802, -4.770425], [-0.102980, -0.325198, -6.227825], [0.968920, -0.076098, -3.974125], [0.942320, 0.248102, -2.625925], [2.160620, 0.196002, -1.921025], [3.345220, 0.658802, -2.372125], [4.298220, 0.311802, -1.443425], [3.589220, -0.387498, -0.459525], [2.306220, -0.430698, -0.760025], [-1.897680, 2.192702, 0.797475], [-2.669680, 3.329302, 1.006775], [-1.909380, 1.183202, 1.769775], [-2.941280, 0.827302, 2.568875], [-2.450280, -0.071398, 3.488575], [-1.095480, -0.199998, 3.167475], [-0.790380, 0.549302, 2.120075], [-3.712980, 6.150202, -0.509325], [-2.903980, 6.357002, 1.044575], [-4.377380, 5.397102, 0.947775], [-1.673880, 5.210602, -1.593625], [-0.397780, 3.172202, -2.064225], [-2.329680, 1.043402, -2.382325], [-2.249980, 0.504502, -4.767125], [-0.803680, 0.282802, -6.796925], [-0.364680, -1.372298, -6.384025], [0.898920, -0.163498, -6.621725], [1.903020, -0.411198, -4.405225], [3.420720, 1.194402, -3.297925], [5.347520, 0.525602, -1.456325], [3.967420, -0.861398, 0.424375], [-3.308480, 3.371002, 1.877275], [-3.932180, 1.204402, 2.414875], [-2.989680, -0.575798, 4.266275], [-0.335380, -0.786298, 3.646375], [-3.497680, -3.705598, 1.080675], [-2.349580, -2.951798, 1.030575], [-2.451980, -1.535998, 0.052175], [-1.339180, -3.398398, 1.697475], [-0.180480, -2.733898, 1.774075], [0.827120, -3.436798, 2.211975], [2.099820, -2.966898, 2.625075], [2.973020, -3.894398, 3.209475], [4.206120, -3.535898, 3.692075], [4.627320, -2.210498, 3.571675], [3.820120, -1.277398, 2.976275], [2.511820, -1.591698, 2.504175], [1.772320, -0.675198, 2.033575], [-4.329380, -3.234298, 0.768575], [-3.573680, -4.324998, 1.870675], [0.657120, -4.511398, 2.319175], [2.647920, -4.924398, 3.302275], [4.841420, -4.269098, 4.167675], [5.599920, -1.923398, 3.952075], [4.143220, -0.250398, 2.870975], [0.396620, -2.498298, -1.170025]], "forces_ev_per_angstrom": [[-2.8259, -0.6626, 0.0278], [0.1720, -0.0447, 0.0665], [-0.1289, -0.1490, 0.0532], [-0.1018, -0.0963, 0.0550], [-0.0056, -0.0120, 0.0933], [-0.1580, 0.2390, 0.4755], [1.2701, -1.9812, 0.5575], [0.1221, 0.1536, -1.1147], [0.3260, -0.2847, 0.2072], [0.2104, 0.0341, -0.0315], [0.0656, 0.1490, 0.0442], [-0.0145, -0.1228, 0.0273], [-0.1493, 0.0083, -0.0247], [-1.0363, 0.1329, -0.1223], [0.4015, 0.2659, -0.2219], [0.2733, 0.0580, 0.0946], [-0.1028, -0.0891, -0.1585], [0.0089, 0.1054, 0.0142], [-0.8210, -0.3722, 0.8716], [0.3406, 0.5144, -0.8507], [0.0947, 0.1655, -0.0977], [-0.7787, -0.3958, 0.4476], [0.3202, -0.1302, 0.0115], [-0.0359, 0.1830, 0.0301], [-0.1937, 0.0289, 0.1164], [1.0172, -0.5377, -0.4991], [-0.0733, 0.0748, -0.0156], [-0.0426, 0.0960, 0.0144], [-0.0820, 0.0242, 0.0105], [-0.0246, 0.0523, -0.1100], [-0.0028, 0.0380, 0.0586], [-0.0630, 0.0366, 0.0233], [-0.1295, -0.0214, -0.1162], [-0.0285, 0.0342, -0.0934], [0.0034, -0.0815, -0.1123], [0.0393, -0.0187, -0.1006], [0.0681, -0.0529, -0.0282], [-0.0672, 0.0989, -0.1096], [0.1788, 0.0384, -0.0898], [-0.0807, 0.0006, 0.2344], [-0.0043, 0.0043, 0.1808], [-0.1234, 0.1199, -0.0659], [-0.0941, -0.0389, 0.0849], [0.1220, -0.1569, -0.1121], [-0.1801, -0.1920, -0.0753], [0.6663, 0.3511, 0.0107], [2.0212, 0.7599, 0.0754], [-1.2384, -1.4645, 0.3476], [2.0539, 0.9484, -1.3115], [-1.3787, 0.0366, -0.3113], [0.8717, 0.6276, -0.1754], [-0.1236, -0.0012, -0.0379], [0.2610, -0.2353, 0.1974], [-0.0429, -0.0454, -0.0612], [-0.0654, 0.1707, 0.1014], [0.1639, -0.7508, 0.3346], [-0.5668, 0.4737, -0.8820], [-0.0127, -0.0870, 0.1305], [-0.0272, 0.0101, -0.0172], [-0.2177, 0.1473, 0.2650], [-0.0637, -0.0407, -0.0299], [0.0496, -0.0686, 0.0040], [0.0534, 0.0470, -0.0235], [-0.0341, 0.0937, 0.0128], [-0.0558, 1.8116, 1.7204]], "lowdin_spin": [0.933, 0.000, 0.001, 0.000, 0.001, 0.000, 0.004, 0.001, 0.000, 0.000, 0.000, 0.000, 0.000, 0.000, 0.000, -0.001, 0.002, 0.003, 0.039, 0.001, 0.000, -0.001, 0.006, 0.000, 0.006, 0.002, 0.000, 0.000, 0.000, 0.000, 0.000, 0.000, 0.000, 0.000, 0.000, 0.000, 0.000, 0.000, 0.000, 0.000, 0.000, 0.000, 0.000, 0.000, -0.004, -0.005, -0.052, 0.000, 0.004, 0.000, 0.001, -0.001, 0.001, 0.000, 0.003, 0.005, 0.067, -0.001, -0.001, 0.001, 0.000, 0.000, 0.000, 0.000, -0.017], "total_charge": -1, "homo_ev": [-3.98, -4.05], "homo_lumo_gap_ev": [6.3, 6.7], "multiplicity": 2, "s_squared": 0.80}

{"formula": "C3H2FNaO3", "method": "the ωB97M-V functional and the def2-TZVPD basis", "symbols": ["C", "C", "O", "C", "O", "O", "H", "H", "F", "Na"], "positions_angstrom": [[-0.444770, -1.621544, -0.075575], [-1.173742, -0.648404, 0.800314], [-0.673903, 0.611462, 0.332405], [0.116283, 0.480226, -0.689687], [0.237608, -0.808074, -0.995328], [-0.342265, -2.799272, -0.075094], [-0.923125, -0.774331, 1.860213], [-2.260104, -0.695200, 0.657409], [3.227373, 3.883747, -0.487067], [2.236647, 2.371391, -1.327586]], "forces_ev_per_angstrom": [[0.0913, -0.6005, 0.0863], [-0.2101, -0.2233, 0.3323], [-0.4190, 0.2788, 0.3845], [0.6357, 0.3849, -0.4218], [0.1497, -0.1572, -0.1511], [-0.2300, 0.3978, 0.0188], [-0.0625, 0.0393, -0.3131], [0.2843, 0.0040, 0.0284], [-0.1555, -0.2824, -0.1512], [-0.0838, 0.1585, 0.1870]], "mulliken_charge": [0.505, -0.153, -0.240, 0.063, -0.240, -0.453, 0.258, 0.250, -0.945, 0.955], "total_charge": 0, "homo_ev": -8.88, "homo_lumo_gap_ev": 8.3}

{"formula": "C5H15N2O", "method": "the ωB97M-V functional and the def2-TZVPD basis", "symbols": ["N", "C", "C", "C", "O", "C", "N", "C", "H", "H", "H", "H", "H", "H", "H", "H", "H", "H", "H", "H", "H", "H", "H"], "positions_angstrom": [[1.023937, 1.445732, 0.356602], [0.470362, 0.036844, 0.235745], [1.289185, -0.711936, -0.805988], [0.840702, -2.171791, -0.998740], [1.072959, 0.020382, -1.992505], [-0.915027, 0.406918, -0.385993], [-1.653036, 1.176347, 0.645324], [-1.744530, 0.531389, 1.987277], [1.301282, 1.627505, -0.632016], [1.760654, 1.459447, 1.055020], [0.261601, 2.111944, 0.620002], [0.416498, -0.572245, 1.123926], [2.302335, -0.682409, -0.460053], [0.259246, -2.270515, -1.938419], [0.296801, -2.515179, -0.130420], [1.788458, -2.710865, -0.969933], [1.338430, -0.432507, -2.801836], [-1.424598, -0.431555, -0.853352], [-0.805183, 1.123268, -1.288142], [-2.532131, 1.542013, 0.330807], [-2.676963, 0.948493, 2.377629], [-1.805244, -0.567859, 1.888606], [-0.865728, 0.636590, 2.636452]], "forces_ev_per_angstrom": [[0.0944, -0.6585, 0.1961], [-1.8403, 0.7569, -2.5681], [-1.3499, -0.3271, -0.3340], [0.8128, 0.6060, 0.3148], [0.6248, 0.7585, -0.3853], [-0.6381, 1.4978, -0.2502], [1.6430, -0.7427, 0.3947], [-0.6764, -0.4788, -1.2783], [0.3796, 0.2914, 0.7907], [0.4746, 0.5129, -0.3289], [0.0394, -0.6257, -0.0106], [0.0665, 0.5533, 0.6345], [1.0280, 0.0257, -0.1497], [0.4325, -0.2007, 0.7344], [-0.4752, -0.2252, 0.0387], [-0.3870, -0.5909, -0.6215], [0.2308, -0.1163, 0.2999], [-0.1690, -0.5366, 0.5344], [0.2514, -1.1201, 1.5106], [-0.2024, -0.0901, -0.1190], [0.4905, -0.3744, 0.7198], [-0.5645, 0.2590, -0.0053], [-0.2652, 0.8256, -0.1176]], "mulliken_charge": [-0.159, -0.510, -0.042, -1.285, -0.586, -0.776, -0.295, -0.844, 0.401, 0.352, 0.382, 0.536, 0.447, 0.407, 0.327, 0.366, 0.343, 0.407, 0.385, 0.268, 0.372, 0.273, 0.230], "total_charge": 1, "smiles": "CNC[C@H]([NH3+])[C@@H](C)O", "homo_ev": -13.06, "homo_lumo_gap_ev": 10.0}

| no. | largest force on an atom (eV Å⁻¹) |
| --- | --- |
| 1 | 2.90 |
| 2 | 0.85 |
| 3 | 3.25 |